92
Properties=species:S:1:pos:R:3 method="wB97M-V/def2-TZVPD" e_lumo_ev="0.4 / 0.4" orbital_gap_ha="0.1879 / 0.1886" homo_energy_ev="-4.76 / -4.78" e_above_lowest_kcal_mol=30.3 total_energy_ev=-122522.6247
Ti -0.164 -0.402 -0.434
C 0.693 -3.204 1.779
C 1.397 -3.777 0.553
C 0.605 -3.759 -0.730
C 0.564 -4.956 -1.444
C -0.108 -5.033 -2.646
C -0.734 -3.888 -3.102
C -0.667 -2.745 -2.332
N -0.007 -2.645 -1.161
N 0.319 -1.782 1.730
C 1.451 -0.937 2.158
C 2.599 -1.072 1.210
C 3.878 -1.350 1.660
C 4.879 -1.588 0.732
C 4.545 -1.550 -0.610
C 3.242 -1.241 -0.969
N 2.276 -0.997 -0.086
C -0.776 -1.556 2.672
C -1.418 -0.220 2.492
C -1.993 0.426 3.572
C -2.662 1.625 3.375
C -2.733 2.115 2.084
C -2.128 1.403 1.063
N -1.458 0.259 1.244
H 1.336 -3.376 2.654
H -0.216 -3.784 1.931
H 1.621 -4.817 0.790
H 2.358 -3.296 0.390
H 1.065 -5.830 -1.050
H -0.148 -5.961 -3.201
H -1.276 -3.870 -4.037
H -1.173 -1.860 -2.673
H 1.776 -1.208 3.173
H 1.110 0.098 2.176
H 4.083 -1.380 2.723
H 5.887 -1.820 1.049
H 5.282 -1.744 -1.377
H 2.965 -1.205 -2.014
H -0.424 -1.658 3.708
H -1.544 -2.311 2.509
H -1.921 -0.017 4.558
H -3.112 2.156 4.204
H -3.247 3.041 1.868
H -2.181 1.751 0.052
C -4.103 0.736 -2.041
C -3.023 -0.068 -1.356
N -1.692 0.150 -1.581
N -1.450 1.088 -2.567
C -0.322 0.981 -3.202
N -0.169 1.780 -4.308
S 0.946 -0.129 -2.841
C -3.380 -1.132 -0.520
C -4.735 -1.396 -0.156
C -5.042 -2.518 0.558
C -4.018 -3.416 0.913
C -2.732 -3.077 0.557
N -2.382 -1.968 -0.095
H -3.655 1.414 -2.758
H -4.674 1.328 -1.315
H -4.811 0.086 -2.563
H -0.834 2.528 -4.416
H 0.774 1.942 -4.613
H -5.514 -0.704 -0.443
H -6.066 -2.726 0.845
H -4.221 -4.332 1.449
H -1.914 -3.756 0.794
O 0.488 1.303 -0.219
C 1.300 2.421 -0.075
C 0.503 3.732 -0.264
C -0.723 3.952 -0.801
C -1.096 5.330 -0.810
C -0.134 6.131 -0.290
S 1.234 5.228 0.215
C 2.397 2.520 -1.144
C 2.210 3.089 -2.369
C 3.353 3.035 -3.207
C 4.410 2.438 -2.597
S 4.012 1.938 -1.014
C 1.766 2.456 1.393
C 0.874 2.548 2.425
C 1.486 2.634 3.701
C 2.844 2.623 3.619
S 3.376 2.506 1.998
H -1.324 3.164 -1.221
H -2.040 5.697 -1.189
H -0.133 7.204 -0.176
H 1.273 3.539 -2.662
H 3.387 3.438 -4.210
H 5.397 2.245 -2.987
H -0.196 2.575 2.260
H 0.937 2.719 4.628
H 3.571 2.691 4.414